1.
Density functional theory data (ωB97M-V/def2-TZVPD) for a cluster of 2 separate species, C2H8N2S4 in total in a non-equilibrium geometry.

Results
Strongest force on any atom, eV/Å: 8.7
E, eV: -48500.1056
Highest occupied orbital energy, eV: -16.72
Orbital gap, eV: 6.3
ΔE to the lowest compared entry with this formula, charge and spin, eV: 3.075

Geometry as ORCA input:
```
! wB97M-V def2-TZVPD RIJCOSX def2/J DEFGRID3
* xyz 2 1
C 1.396 -0.932 -3.042
C 3.749 -0.381 -2.454
N 2.455 -1.026 -2.224
N -3.935 1.872 4.846
S -2.935 2.765 5.649
S 2.440 -2.708 -0.946
S -4.451 0.200 5.344
S -4.556 2.510 3.318
H 1.416 0.176 -3.446
H 1.388 -1.573 -3.882
H 0.533 -1.067 -2.520
H 3.629 0.198 -3.322
H 3.912 0.112 -1.504
H 4.525 -1.177 -2.609
H -4.712 -0.413 4.224
H -4.853 1.443 2.570
*
```


2.
Density functional theory data (ωB97M-V/def2-TZVPD) for a cluster of 2 separate species, C2H8N3 in total in a non-equilibrium geometry.

Results
Strongest force on any atom, eV/Å: 5.6
E, eV: -6663.4077
Highest occupied orbital energy, eV: -13.10
Orbital gap, eV: 9.7
ΔE to the lowest compared entry with this formula, charge and spin, eV: 5.221

Geometry as ORCA input:
```
! wB97M-V def2-TZVPD RIJCOSX def2/J DEFGRID3
* xyz 1 1
C 1.670 0.012 -0.434
C -1.300 0.349 0.417
N 0.703 -0.538 0.453
N -1.393 1.202 1.309
N 0.873 -1.073 -0.837
H 1.489 0.951 -1.122
H 2.719 -0.138 -0.300
H -1.744 -0.629 0.583
H -0.953 0.619 -0.580
H -1.533 0.821 2.214
H -1.041 2.116 1.190
H 0.050 -0.889 -1.528
H 1.291 -2.053 -0.856
*
```